1.
{"formula": "C29H60N6O9", "method": "ωB97M-V/def2-TZVPD", "species": ["O", "C", "O", "C", "O", "C", "C", "C", "C", "C", "N", "C", "C", "O", "H", "H", "H", "H", "H", "C", "O", "C", "C", "C", "N", "H", "H", "H", "H", "H", "H", "H", "H", "H", "H", "H", "C", "O", "C", "C", "C", "N", "H", "H", "H", "H", "H", "H", "H", "H", "H", "H", "H", "C", "O", "C", "C", "C", "N", "H", "H", "H", "H", "H", "H", "H", "H", "H", "H", "H", "C", "O", "C", "C", "C", "N", "H", "H", "H", "H", "H", "H", "H", "H", "H", "H", "H", "C", "O", "C", "C", "C", "N", "H", "H", "H", "H", "H", "H", "H", "H", "H", "H", "H"], "positions_angstrom": [[-1.24415, -1.28362, -7.63059], [-0.64852, -0.62797, -6.63129], [-1.24175, 0.66186, -6.22523], [-0.77317, 1.00061, -4.85903], [-1.23460, 1.94539, -4.01148], [0.51094, -0.02551, -4.62335], [1.52462, 0.15247, -3.31362], [1.92332, 1.70255, -2.87469], [2.97702, 1.69244, -1.57482], [3.38738, 0.21938, -1.01448], [2.95955, -1.14729, -1.42851], [2.02037, -1.21369, -2.58472], [0.64648, -1.04897, -5.71845], [1.64717, -2.11551, -5.91698], [1.53776, 2.67379, -3.39984], [3.39692, 2.71472, -1.12838], [4.16974, 0.24456, -0.11006], [1.67263, -2.29001, -2.96295], [1.55764, -2.84518, -5.23247], [-0.78895, 2.49826, 0.29669], [-0.21892, 1.24184, -0.03682], [-0.81383, 0.12644, 0.63379], [-2.12550, -0.37806, -0.00954], [-3.33192, 0.50899, 0.28854], [-1.98963, -0.52430, -1.46693], [-1.11175, 2.54239, 1.34082], [-1.62245, 2.71909, -0.37165], [-0.02881, 3.26853, 0.13673], [-0.07489, -0.68200, 0.56892], [-0.94355, 0.34047, 1.70137], [-2.33984, -1.36638, 0.41530], [-3.33639, 1.42824, -0.30141], [-4.26181, -0.02298, 0.05508], [-3.36485, 0.78362, 1.34855], [-1.24603, -1.19662, -1.65919], [-1.61564, 0.35842, -1.82622], [-1.74704, -7.84127, -5.56830], [-0.45188, -7.34538, -5.26596], [-0.15159, -6.07761, -5.85786], [-0.71850, -4.86414, -5.08650], [-2.21810, -4.65955, -5.28777], [-0.43993, -4.96337, -3.64554], [-2.06804, -7.57198, -6.57864], [-2.46560, -7.48295, -4.82975], [-1.71820, -8.93229, -5.49373], [0.94289, -6.00151, -5.84686], [-0.45105, -6.06182, -6.91257], [-0.21682, -3.96779, -5.47135], [-2.82156, -5.36886, -4.71699], [-2.51223, -3.65565, -4.95934], [-2.48880, -4.75450, -6.34505], [0.57124, -4.99903, -3.51068], [-0.75700, -5.88723, -3.33880], [4.39194, 4.71115, 2.77879], [4.88334, 3.52965, 3.39306], [3.89226, 2.77228, 4.09442], [3.03117, 1.85966, 3.19190], [1.96627, 2.61439, 2.39973], [3.86294, 1.08688, 2.25660], [3.59565, 5.18114, 3.36307], [4.04603, 4.49008, 1.76802], [5.22173, 5.41881, 2.69282], [4.45069, 2.13002, 4.78686], [3.27109, 3.42845, 4.71566], [2.50544, 1.15359, 3.84634], [2.37946, 3.15524, 1.54542], [1.22091, 1.91504, 2.00281], [1.43943, 3.33348, 3.03650], [4.50728, 0.50723, 2.79582], [4.47819, 1.75116, 1.77874], [3.74930, -1.46111, 6.64050], [3.03291, -1.28349, 5.42807], [3.35787, -2.23045, 4.40561], [2.64031, -3.59207, 4.54705], [3.23478, -4.48517, 5.63339], [1.20254, -3.41941, 4.80557], [4.76926, -1.81758, 6.47031], [3.20889, -2.14507, 7.29649], [3.80119, -0.49362, 7.14842], [3.02616, -1.77162, 3.46580], [4.44432, -2.35293, 4.32215], [2.75556, -4.12368, 3.59451], [2.94929, -4.17259, 6.64030], [2.88578, -5.51726, 5.51010], [4.32877, -4.49669, 5.57694], [0.79022, -2.90680, 4.02509], [1.11223, -2.77236, 5.59382], [-5.66371, 3.26565, 0.66745], [-4.36855, 3.76154, 0.96979], [-4.06826, 5.02931, 0.37789], [-4.63517, 6.24278, 1.14924], [-6.13477, 6.44737, 0.94797], [-4.35660, 6.14355, 2.59021], [-5.98471, 3.53494, -0.34290], [-6.38227, 3.62396, 1.40599], [-5.63487, 2.17462, 0.74202], [-2.97378, 5.10541, 0.38888], [-4.36772, 5.04509, -0.67683], [-4.13349, 7.13912, 0.76439], [-6.73824, 5.73805, 1.51875], [-6.42890, 7.45127, 1.27640], [-6.40547, 6.35241, -0.10931], [-3.34543, 6.10789, 2.72507], [-4.67367, 5.21968, 2.89694]], "atomic_forces_ev_per_a": [[4.2, 4.4, 6.7], [-2.5, -3.5, -4.7], [1.6, -1.3, 2.8], [-0.2, 2.4, 2.7], [3.0, -6.7, -6.5], [1.6, -1.8, -0.6], [0.0, 0.3, 0.4], [2.4, -4.7, 3.2], [-2.2, -3.3, -2.7], [-1.0, 0.8, -1.2], [-1.9, 4.6, -2.9], [1.3, 4.2, 1.1], [-1.6, 3.4, 3.1], [-2.9, 2.0, 1.0], [0.7, -2.3, 1.1], [-1.0, -2.7, -1.0], [-2.2, -0.3, -2.2], [0.8, 2.7, 1.1], [-0.2, 1.5, -1.0], [0.2, 0.0, -0.4], [-0.2, -0.2, 0.5], [0.2, -0.2, -0.3], [0.0, 0.4, -0.2], [-0.3, -0.1, 0.1], [0.4, 0.0, 0.1], [-0.1, 0.0, 0.0], [-0.2, 0.1, 0.2], [0.0, -0.1, 0.0], [0.0, 0.2, -0.1], [-0.1, 0.2, 0.0], [0.2, 0.1, 0.0], [0.1, -0.1, 0.1], [0.2, 0.0, 0.0], [0.0, 0.0, -0.1], [-0.2, 0.0, 0.0], [-0.2, -0.1, 0.0], [0.1, -0.3, 0.3], [0.0, 0.5, -0.5], [0.3, 0.0, 0.2], [-0.3, -0.5, 0.1], [-0.2, 0.3, -0.2], [0.3, -0.1, -0.1], [0.0, 0.1, 0.0], [-0.2, 0.0, -0.2], [0.1, 0.1, 0.0], [-0.1, -0.1, 0.1], [-0.2, 0.0, 0.1], [0.0, -0.1, -0.1], [0.2, 0.0, 0.0], [0.1, -0.2, 0.0], [0.0, 0.0, 0.1], [-0.2, 0.0, 0.1], [0.0, 0.3, 0.0], [0.4, -0.1, -0.1], [-0.5, 0.0, 0.3], [0.3, -0.3, 0.0], [0.1, 0.4, -0.2], [-0.4, -0.1, 0.0], [0.3, 0.1, 0.2], [0.0, -0.1, 0.0], [-0.2, 0.2, 0.0], [0.0, -0.1, 0.1], [0.0, 0.1, -0.2], [-0.1, 0.1, -0.1], [0.2, 0.0, 0.0], [0.0, 0.0, 0.1], [0.3, 0.1, 0.0], [0.1, 0.0, -0.1], [-0.2, 0.0, -0.1], [-0.2, -0.1, 0.1], [-0.3, 0.3, 0.1], [0.4, -0.3, -0.3], [-0.4, 0.1, -0.2], [0.0, 0.2, 0.4], [0.1, -0.3, 0.0], [0.1, 0.4, -0.1], [-0.1, -0.1, 0.0], [0.2, -0.1, 0.1], [0.0, -0.1, -0.2], [0.0, 0.0, 0.2], [0.0, -0.1, 0.2], [0.0, 0.2, 0.0], [0.0, 0.1, -0.1], [0.0, 0.2, 0.0], [-0.1, 0.0, 0.0], [0.0, -0.2, 0.1], [0.0, -0.3, -0.2], [0.1, -0.3, 0.3], [0.0, 0.4, -0.5], [0.2, 0.0, 0.3], [-0.2, -0.4, 0.1], [-0.2, 0.3, -0.1], [0.3, -0.3, -0.1], [0.0, 0.1, 0.0], [-0.2, 0.0, -0.1], [0.1, 0.1, 0.0], [-0.1, -0.1, 0.1], [-0.2, 0.0, 0.0], [0.1, -0.2, 0.0], [0.1, 0.0, 0.0], [0.1, -0.2, 0.0], [0.0, 0.0, 0.1], [-0.2, 0.1, 0.0], [0.0, 0.3, -0.1]], "mulliken_charge": [-0.5365, 0.5231, -0.2452, 0.1486, -0.4957, 0.1162, 0.6182, -0.2801, -0.1973, -0.0505, -0.5350, -0.0623, 0.2802, -0.4780, 0.3210, 0.2837, 0.1473, 0.0581, 0.3135, -1.2915, 0.2681, -0.8218, 0.1835, -1.5736, -0.6395, 0.4445, 0.3214, 0.4069, 0.2795, 0.4413, 0.5525, 0.1967, 0.4751, 0.3550, 0.2633, 0.1980, -0.6392, -0.4136, -0.7318, 1.2209, -1.6216, -0.6137, 0.2997, 0.2272, 0.2609, 0.3105, 0.4593, -0.4183, 0.3592, 0.3425, 0.3495, 0.2817, 0.3141, -0.5376, -0.4157, -0.8558, 0.5559, -0.9176, -0.3755, 0.2764, 0.1415, 0.2722, 0.2637, 0.4613, 0.1898, 0.0534, -0.0944, 0.3965, 0.2058, 0.3771, -0.7967, -0.2890, -0.5665, 0.2452, -1.4103, -0.7212, 0.3560, 0.2475, 0.2618, 0.2420, 0.4473, 0.4273, 0.2829, 0.3577, 0.3345, 0.2447, 0.3370, -0.7950, -0.2602, -0.6891, 0.3262, -1.4131, -0.7555, 0.3509, 0.2651, 0.2625, 0.2866, 0.4356, 0.4292, 0.2781, 0.3541, 0.3374, 0.2766, 0.3373]}

2.
{"formula": "C29H62NO11P", "method": "ωB97M-V/def2-TZVPD", "relative_energy_kj_mol": 0.0, "species": ["C", "C", "O", "C", "O", "P", "O", "O", "O", "C", "C", "N", "H", "H", "H", "H", "H", "H", "H", "H", "H", "H", "H", "H", "H", "H", "C", "C", "C", "O", "C", "H", "H", "H", "H", "H", "H", "H", "H", "C", "C", "C", "O", "C", "H", "H", "H", "H", "H", "H", "H", "H", "C", "C", "C", "O", "C", "H", "H", "H", "H", "H", "H", "H", "H", "C", "C", "C", "O", "C", "H", "H", "H", "H", "H", "H", "H", "H", "C", "C", "C", "O", "C", "H", "H", "H", "H", "H", "H", "H", "H", "C", "C", "C", "O", "C", "H", "H", "H", "H", "H", "H", "H", "H"], "positions_angstrom": [[0.97569, 2.73330, -1.73592], [2.01544, 2.73964, -0.62741], [3.03462, 3.70990, -0.92513], [4.31989, 3.28162, -0.59815], [5.10914, 4.39247, -0.23511], [5.79716, 5.41400, -1.21971], [6.64665, 6.38177, -0.53563], [6.57114, 4.45760, -2.24710], [4.59685, 6.02790, -2.03278], [4.53330, 6.28338, -3.44318], [3.38341, 5.52605, -4.06200], [3.61484, 4.08612, -4.04208], [0.92875, 3.72141, -2.19826], [-0.01372, 2.51337, -1.33415], [1.20992, 1.99899, -2.50767], [1.55831, 3.01949, 0.32635], [2.47342, 1.75387, -0.52310], [4.30828, 2.64308, 0.28968], [4.79041, 2.74711, -1.43362], [7.43141, 4.83974, -2.47598], [5.48152, 6.01460, -3.91155], [4.37009, 7.35749, -3.55153], [3.29949, 5.86330, -5.09855], [2.46424, 5.82830, -3.54087], [2.98293, 3.62495, -4.68582], [3.37083, 3.73738, -3.12027], [5.62797, 2.55632, 4.10489], [6.43807, 1.46586, 3.40435], [5.39728, 0.36301, 3.25523], [4.13915, 1.01930, 3.10274], [4.27015, 2.40292, 3.43121], [6.04411, 3.55484, 3.98123], [5.54900, 2.34507, 5.17325], [6.76693, 1.81442, 2.42296], [7.31470, 1.14243, 3.96368], [5.36464, -0.27678, 4.14373], [5.56746, -0.26921, 2.38172], [4.22087, 2.99780, 2.51189], [3.43545, 2.69491, 4.06963], [3.23996, 8.58312, 2.06874], [3.87536, 7.52120, 1.17189], [2.66417, 6.67648, 0.79863], [1.54647, 7.57297, 0.77227], [1.90956, 8.81811, 1.36471], [3.83413, 9.49205, 2.15605], [3.07364, 8.18449, 3.07213], [4.31283, 7.98187, 0.28438], [4.65894, 6.94566, 1.66174], [2.48051, 5.89868, 1.54973], [2.75028, 6.19610, -0.17525], [2.01057, 9.57783, 0.58092], [1.11100, 9.12856, 2.04098], [1.96902, -2.90793, -0.67126], [3.36803, -2.75087, -0.07705], [3.72931, -1.33565, -0.50980], [2.50060, -0.61030, -0.55804], [1.39523, -1.51346, -0.46375], [1.36563, -3.68104, -0.20113], [2.03130, -3.13799, -1.73663], [3.32495, -2.81201, 1.01251], [4.08151, -3.49238, -0.43408], [4.18940, -1.32746, -1.50408], [4.40320, -0.83579, 0.18875], [0.93542, -1.41510, 0.52562], [0.65696, -1.23587, -1.21778], [-2.83622, -5.75041, -0.41011], [-3.16230, -4.25981, -0.46153], [-1.77117, -3.64378, -0.41341], [-0.90063, -4.57041, -1.06839], [-1.57299, -5.81648, -1.25943], [-3.63440, -6.38417, -0.79500], [-2.62742, -6.05155, 0.61821], [-3.65482, -4.01239, -1.40499], [-3.80173, -3.93897, 0.35858], [-1.43711, -3.50707, 0.62138], [-1.70531, -2.68253, -0.92604], [-1.81593, -5.93531, -2.32114], [-0.89724, -6.62231, -0.96915], [-7.32238, -6.23585, 2.63988], [-7.65368, -4.74637, 2.58343], [-6.26677, -4.11972, 2.65247], [-5.38382, -5.04298, 2.01295], [-6.04855, -6.29159, 1.80852], [-8.11128, -6.86599, 2.23238], [-7.12607, -6.54151, 3.67008], [-8.12999, -4.51701, 1.62968], [-8.30604, -4.41160, 3.38906], [-5.94520, -3.97208, 3.68912], [-6.20164, -3.16203, 2.13285], [-6.28688, -6.40206, 0.74512], [-5.37215, -7.09560, 2.10307], [-9.20481, -5.05038, -2.68596], [-9.40362, -6.56475, -2.63441], [-8.67259, -6.92262, -1.34657], [-8.82042, -5.79637, -0.48082], [-9.32453, -4.67828, -1.21356], [-9.93482, -4.53460, -3.30788], [-8.20673, -4.81200, -3.05873], [-10.46507, -6.80515, -2.54909], [-9.00278, -7.08765, -3.50143], [-7.60696, -7.09714, -1.53314], [-9.08296, -7.80107, -0.84675], [-10.36845, -4.50376, -0.93251], [-8.74240, -3.79565, -0.94389]], "atomic_forces_ev_per_a": [[0.0, 0.1, 0.0], [0.0, 0.0, 0.1], [0.0, -0.1, -0.3], [0.0, -0.2, 0.1], [0.0, 0.2, 0.3], [0.1, 0.0, -0.3], [0.1, 0.0, 0.0], [0.1, 0.3, -0.1], [-0.2, -0.3, 0.0], [0.2, 0.3, 0.0], [-0.1, 0.0, 0.0], [-0.1, 0.0, 0.1], [0.0, 0.0, 0.0], [0.0, -0.1, 0.0], [0.0, 0.0, 0.0], [0.1, 0.0, 0.0], [-0.2, 0.0, 0.1], [0.0, 0.0, -0.1], [0.0, 0.1, 0.0], [-0.1, -0.2, 0.1], [-0.1, -0.1, 0.0], [0.0, 0.0, 0.0], [0.0, 0.0, 0.0], [0.0, 0.0, 0.0], [0.0, 0.0, 0.0], [0.1, 0.0, 0.0], [0.0, 0.0, 0.0], [0.0, 0.0, 0.0], [0.0, 0.0, 0.0], [0.0, 0.0, 0.0], [0.0, 0.1, 0.0], [0.0, 0.0, 0.0], [0.0, 0.0, 0.0], [0.0, 0.0, 0.0], [0.0, 0.0, 0.0], [0.0, 0.0, 0.0], [0.0, 0.0, 0.0], [0.0, 0.0, 0.0], [0.0, 0.0, 0.0], [0.0, 0.0, 0.0], [0.0, 0.0, 0.0], [0.0, 0.0, 0.0], [0.0, 0.0, 0.0], [0.0, 0.0, 0.0], [0.0, 0.0, 0.0], [0.0, 0.0, 0.0], [0.0, 0.0, 0.0], [0.0, 0.0, 0.0], [0.0, 0.0, 0.0], [0.0, 0.0, 0.0], [0.0, 0.0, 0.0], [0.0, 0.0, 0.0], [0.0, 0.0, 0.0], [0.0, 0.0, 0.0], [0.0, 0.0, 0.0], [0.0, 0.1, 0.0], [0.0, 0.0, 0.0], [0.0, 0.0, 0.0], [0.0, 0.0, 0.0], [0.0, 0.0, 0.0], [0.0, 0.0, 0.0], [0.0, 0.0, 0.0], [0.0, 0.0, 0.0], [0.0, 0.0, 0.0], [0.0, 0.0, 0.0], [0.0, 0.0, 0.0], [0.0, 0.0, 0.0], [0.0, 0.0, 0.0], [0.0, 0.0, 0.0], [0.0, 0.0, 0.0], [0.0, 0.0, 0.0], [0.0, 0.0, 0.0], [0.0, 0.0, 0.0], [0.0, 0.0, 0.0], [0.0, 0.0, 0.0], [0.0, 0.0, 0.0], [0.0, 0.0, 0.0], [0.0, 0.0, 0.0], [0.0, 0.0, 0.0], [0.0, 0.0, 0.0], [0.0, 0.0, 0.0], [0.1, 0.0, 0.0], [0.0, 0.0, 0.0], [0.0, 0.0, 0.0], [0.0, 0.0, 0.0], [0.0, 0.0, 0.0], [0.0, 0.0, 0.0], [0.0, 0.0, 0.0], [0.0, 0.0, 0.0], [0.0, 0.0, 0.0], [0.0, 0.0, 0.0], [0.0, 0.0, 0.0], [0.0, 0.0, 0.0], [0.0, 0.0, 0.0], [0.0, 0.0, 0.1], [0.0, 0.0, 0.0], [0.0, 0.0, 0.0], [0.0, 0.0, 0.0], [0.0, 0.0, 0.0], [0.0, 0.0, 0.0], [0.0, 0.0, 0.0], [0.0, 0.0, 0.0], [0.0, 0.0, 0.0], [0.0, 0.0, 0.0]], "mulliken_charge": [-1.3699, 0.1639, -0.0223, -0.2580, -0.0580, 0.6649, -0.7692, -0.5500, -0.1030, -0.5816, -0.4118, -0.5957, 0.3112, 0.4086, 0.3053, 0.2717, 0.0116, 0.1744, 0.3653, 0.3350, 0.3188, 0.3343, 0.5284, 0.2183, 0.2888, -0.0150, -0.5971, -0.5305, -0.3428, -0.4125, 0.2360, 0.3468, 0.2973, 0.2048, 0.3718, 0.3345, 0.1610, -0.3175, 0.3064, -0.6497, -0.3487, 0.5056, -0.4405, -0.4893, 0.3612, 0.2718, 0.1928, 0.3618, -0.0224, -0.2756, 0.2716, 0.3006, -0.3482, -0.6910, -0.1757, -0.2861, -0.4863, 0.2481, 0.2421, 0.2745, 0.4026, 0.3008, -0.0788, 0.2810, 0.2539, -0.4193, -0.3267, -0.3494, -0.3639, -0.5032, 0.3433, 0.1840, 0.2536, 0.1302, 0.2383, 0.2538, 0.2567, 0.2837, -0.5875, -0.0595, -0.5369, -0.3394, -0.1126, 0.3049, 0.3194, -0.1818, 0.3741, 0.2818, 0.2795, -0.0452, 0.3252, -0.5692, -0.5922, -0.4674, -0.2752, -0.4295, 0.3489, 0.2668, 0.2590, 0.3290, 0.2584, 0.3044, 0.2843, 0.2788]}

Q: Which E values were calculated for the entries above? A: -2146.157730 -2365.930363, in Eh.
Q: Which highest occupied orbital energy values were calculated for the entries above? A: -8.93 -8.91, in eV.